Below is a gas-phase ion, C3H4N3 (charge +1), with properties calculated with ωB97M-V/def2-TZVPD.

Results
Net charge: +1
Molar mass, g/mol: 82.1
Kohn-Sham gap, Ha: 0.297
Energy above the lowest of the compared OMol25 structures with the same formula, charge and spin, kJ/mol: 168.8
SMILES: [H]/N=C/N=c1\c[nH+]1

Structure (XYZ):
```
10
Properties=species:S:1:pos:R:3:forces:R:3
H -2.21003 -0.48515 1.74262 -0.20 -0.27 -0.38
N -1.49354 -0.19191 1.08669 0.50 0.42 0.44
C -1.61981 -0.47649 -0.12344 -1.03 -0.60 0.66
N -0.68454 0.02322 -1.03190 0.99 0.65 -1.13
C 0.47448 0.25234 -0.72017 -1.04 -0.62 0.63
C 1.69276 0.30212 0.04782 -0.24 0.57 -1.66
N 1.68956 0.81048 -1.15023 0.42 -0.31 1.13
H -2.42251 -1.02878 -0.61688 0.08 0.04 0.18
H 2.38002 0.15052 0.86041 0.24 0.02 0.28
H 2.24173 1.31069 -1.84054 0.29 0.11 -0.15
```
Forces are in eV/Å.

---

Below is a gas-phase ion, C2HBrFOS2 (charge -1), with properties calculated with ωB97M-V/def2-TZVPD.

Results
Net charge: -1
Molar mass, g/mol: 204.1
Kohn-Sham gap, Ha: 0.258
Energy above the lowest of the compared OMol25 structures with the same formula, charge and spin, kJ/mol: 69.5
SMILES: [O-]/C(=C\Br)SSF

Structure (XYZ):
```
8
Properties=species:S:1:pos:R:3:forces:R:3
O 0.86952 -2.09272 -0.44013 0.31 -0.37 -0.90
C 0.58047 -0.99155 -0.10017 -0.51 -1.10 1.27
C 0.97458 0.23132 0.22991 0.01 0.73 0.51
Br 2.76361 0.78524 -0.13721 0.04 -0.02 -0.04
S -1.57842 -0.95071 0.53386 0.89 -0.17 0.30
S -2.06134 0.31267 -0.84047 -0.87 1.17 -0.73
F -1.96228 1.90081 -0.19156 -0.01 -0.60 -0.03
H 0.41386 0.80495 0.94577 0.16 0.36 -0.37
```
Forces are in eV/Å.

---

Quick rundown of strongest force on any atom, same order as above: 1.77, 1.75 eV Å⁻¹